Record 1
C64H144B3F30N8P3 | ωB97M-V/def2-TZVPD

The geometry in XYZ format:
```
252
C64H144B3F30N8P3, DFT ωB97M-V/def2-TZVPD
C 1.735 5.419 5.185
C 2.871 5.929 4.315
C 3.936 4.872 4.393
N 5.369 5.108 3.802
C 5.300 5.443 2.322
C 6.041 6.262 4.524
C 7.491 6.039 4.138
C 7.651 4.563 3.873
C 6.255 3.933 3.980
H 1.995 5.467 6.241
H 1.464 4.390 4.964
H 0.833 6.044 5.060
H 3.215 6.968 4.588
H 2.493 6.007 3.280
H 3.635 4.036 3.784
H 4.152 4.514 5.426
H 6.316 5.712 2.021
H 4.641 6.310 2.133
H 5.017 4.573 1.716
H 5.585 7.220 4.257
H 5.801 6.038 5.570
H 7.711 6.511 3.213
H 8.223 6.512 4.848
H 7.972 4.456 2.833
H 8.440 4.159 4.543
H 6.029 3.207 3.185
H 6.065 3.463 4.963
C 1.722 2.936 10.034
C 1.073 2.083 8.946
C 2.042 1.197 8.229
N 1.536 0.543 6.928
C 0.474 -0.445 7.331
C 2.747 -0.174 6.361
C 3.407 0.728 5.388
C 2.150 1.327 4.734
C 1.140 1.508 5.809
H 2.128 2.326 10.812
H 1.020 3.647 10.476
H 2.487 3.549 9.496
H 0.548 2.690 8.176
H 0.334 1.420 9.359
H 2.315 0.279 8.741
H 2.952 1.746 8.031
H 0.028 -0.875 6.419
H -0.267 0.013 7.993
H 0.944 -1.274 7.854
H 2.332 -1.056 5.920
H 3.398 -0.613 7.155
H 3.858 0.117 4.633
H 4.101 1.518 5.769
H 1.996 0.698 3.865
H 2.456 2.330 4.357
H 0.078 1.367 5.627
H 1.253 2.527 6.216
C -8.724 -4.343 -4.315
C -7.357 -3.753 -4.121
C -6.181 -4.734 -4.234
N -4.925 -4.527 -3.377
C -5.110 -4.642 -1.866
C -4.333 -3.093 -3.594
C -3.669 -3.152 -4.967
C -2.972 -4.566 -5.044
C -3.744 -5.319 -3.975
H -8.753 -4.835 -5.280
H -9.390 -3.507 -4.254
H -9.031 -5.027 -3.533
H -7.267 -3.233 -3.146
H -7.286 -2.978 -4.914
H -5.784 -4.823 -5.257
H -6.578 -5.718 -3.980
H -4.109 -4.568 -1.478
H -5.387 -5.672 -1.602
H -5.734 -3.827 -1.434
H -3.596 -2.923 -2.781
H -5.137 -2.367 -3.457
H -2.997 -2.277 -5.071
H -4.488 -3.129 -5.689
H -1.918 -4.520 -4.782
H -3.177 -4.959 -6.037
H -3.029 -5.527 -3.197
H -4.166 -6.244 -4.274
C -2.431 -4.916 1.259
C -2.754 -3.604 1.987
C -4.056 -3.692 2.818
N -4.399 -2.611 3.850
C -3.902 -1.282 3.339
C -5.849 -2.511 4.121
C -5.973 -1.894 5.480
C -4.661 -2.184 6.210
C -3.753 -2.940 5.225
H -3.253 -5.316 0.726
H -2.110 -5.718 1.926
H -1.664 -4.774 0.532
H -2.896 -2.760 1.273
H -1.862 -3.314 2.577
H -4.004 -4.630 3.390
H -4.936 -3.706 2.205
H -4.270 -0.518 4.006
H -4.369 -1.204 2.356
H -2.825 -1.350 3.373
H -6.286 -1.926 3.336
H -6.218 -3.536 4.202
H -6.127 -0.846 5.380
H -6.839 -2.359 5.998
H -4.277 -1.209 6.505
H -4.842 -2.701 7.142
H -2.695 -2.755 5.155
H -3.835 -4.011 5.357
C 1.993 5.356 0.598
C 2.003 5.078 -0.902
C 3.392 4.805 -1.418
N 3.357 4.443 -2.883
C 2.509 5.472 -3.603
C 3.011 2.977 -3.140
C 3.608 2.643 -4.474
C 4.627 3.805 -4.823
C 4.715 4.583 -3.531
H 2.654 4.720 1.210
H 1.015 5.254 1.059
H 2.369 6.343 0.720
H 1.576 5.978 -1.355
H 1.352 4.215 -1.145
H 3.849 3.952 -0.909
H 4.056 5.673 -1.358
H 2.709 5.326 -4.648
H 2.638 6.472 -3.223
H 1.495 5.207 -3.418
H 1.954 2.844 -3.033
H 3.571 2.470 -2.373
H 2.873 2.542 -5.246
H 4.073 1.672 -4.403
H 4.321 4.575 -5.521
H 5.519 3.347 -5.214
H 4.824 5.663 -3.725
H 5.374 4.136 -2.780
C 3.764 -6.516 3.850
C 3.102 -5.452 2.963
C 3.910 -5.240 1.677
N 3.385 -4.045 0.872
C 1.881 -4.178 0.646
C 3.627 -2.653 1.486
C 4.665 -1.979 0.614
C 4.345 -2.545 -0.791
C 4.146 -4.009 -0.434
H 4.741 -6.104 4.162
H 3.898 -7.439 3.231
H 3.227 -6.846 4.739
H 3.129 -4.552 3.506
H 2.119 -5.806 2.805
H 3.855 -6.069 0.984
H 4.993 -5.030 1.924
H 1.381 -3.938 1.548
H 1.652 -5.200 0.342
H 1.556 -3.450 -0.056
H 2.694 -2.081 1.548
H 3.956 -2.747 2.529
H 4.587 -0.900 0.713
H 5.645 -2.333 0.949
H 3.451 -2.134 -1.251
H 5.166 -2.426 -1.547
H 3.684 -4.664 -1.169
H 5.118 -4.516 -0.245
C -1.027 2.380 2.666
C -0.841 0.976 2.031
C -0.004 0.976 0.725
N -0.505 -0.040 -0.272
C -0.466 -1.397 0.300
C 0.334 0.100 -1.486
C -0.527 -0.413 -2.651
C -2.057 -0.425 -2.090
C -1.944 0.215 -0.710
H -1.925 2.460 3.265
H -1.121 3.108 1.883
H -0.174 2.669 3.311
H -1.829 0.723 1.643
H -0.494 0.180 2.702
H 1.009 0.684 0.940
H 0.087 1.922 0.199
H -0.932 -2.047 -0.462
H -0.941 -1.411 1.318
H 0.533 -1.740 0.442
H 1.244 -0.440 -1.306
H 0.557 1.149 -1.649
H -0.334 -1.461 -2.863
H -0.280 0.167 -3.495
H -2.254 -1.517 -1.999
H -2.852 0.101 -2.608
H -2.713 -0.173 -0.018
H -2.100 1.296 -0.763
C -4.238 0.964 -5.044
C -3.134 0.903 -6.081
C -3.601 0.811 -7.526
N -2.554 0.287 -8.508
C -1.986 -1.037 -8.012
C -1.458 1.178 -8.975
C -0.990 0.529 -10.335
C -2.154 -0.310 -10.823
C -3.273 -0.024 -9.793
H -4.927 1.770 -5.231
H -3.858 1.188 -4.014
H -4.840 0.051 -5.148
H -2.626 -0.009 -5.787
H -2.444 1.716 -5.796
H -3.895 1.691 -8.042
H -4.440 0.125 -7.723
H -2.819 -1.739 -7.882
H -1.287 -0.970 -7.158
H -1.320 -1.382 -8.767
H -0.705 1.220 -8.228
H -1.866 2.133 -9.046
H -0.153 -0.095 -10.064
H -0.621 1.207 -11.090
H -1.781 -1.332 -10.932
H -2.500 -0.100 -11.809
H -3.960 -0.864 -9.575
H -3.877 0.799 -10.132
P -5.627 -1.050 -0.379
F -6.572 -2.079 -1.257
F -5.253 -0.281 -1.762
F -6.874 -0.099 -0.233
F -4.672 0.046 0.447
F -6.095 -1.874 1.003
F -4.382 -2.089 -0.561
P 1.419 -0.062 -6.308
F 0.327 -1.141 -5.894
F 0.178 1.052 -6.438
F 1.593 0.425 -4.790
F 2.376 1.116 -6.759
F 2.603 -1.081 -6.215
F 1.118 -0.473 -7.849
P -1.578 4.301 -1.708
F -0.258 3.439 -2.195
F -1.198 3.981 -0.210
F -0.650 5.614 -1.727
F -2.849 5.086 -1.174
F -1.928 4.493 -3.234
F -2.492 2.946 -1.740
B 3.981 1.705 1.517
F 3.573 2.940 2.081
F 3.809 0.724 2.440
F 3.269 1.486 0.378
F 5.331 1.872 1.143
B 0.497 -2.695 4.168
F -0.700 -2.324 4.806
F 0.910 -1.684 3.335
F 1.435 -2.907 5.152
F 0.213 -3.822 3.376
B -0.058 -4.359 -2.168
F 0.276 -4.836 -3.438
F -1.282 -3.785 -2.285
F -0.145 -5.349 -1.159
F 0.896 -3.429 -1.833
```

Results
* Kohn-Sham gap: 10.48 eV
* total charge: +2


Record 2
C64H144N9O3 | ωB97M-V/def2-TZVPD

The geometry in XYZ format:
```
220
C64H144N9O3, DFT ωB97M-V/def2-TZVPD
N 0.165 0.264 -0.953
O 0.162 1.258 -0.312
O 1.273 -0.157 -1.372
O -0.914 -0.329 -1.226
C -1.252 -2.065 -4.360
C -2.438 -2.801 -3.789
C -3.342 -3.306 -4.925
N -4.160 -4.650 -4.715
C -4.970 -4.569 -3.418
C -3.314 -5.967 -4.783
C -4.288 -7.116 -5.074
C -5.481 -6.407 -5.853
C -5.122 -4.884 -5.891
H -0.643 -1.563 -3.608
H -1.639 -1.444 -5.167
H -0.581 -2.816 -4.776
H -3.090 -2.258 -3.104
H -2.035 -3.646 -3.231
H -2.740 -3.439 -5.824
H -4.108 -2.558 -5.128
H -5.526 -3.633 -3.466
H -4.282 -4.455 -2.580
H -5.519 -5.510 -3.380
H -2.767 -6.058 -3.845
H -2.763 -5.907 -5.722
H -4.677 -7.729 -4.261
H -3.855 -7.838 -5.766
H -6.417 -6.594 -5.326
H -5.495 -6.803 -6.868
H -5.877 -4.104 -5.988
H -4.459 -4.709 -6.738
C -0.063 1.098 -4.395
C 0.120 2.523 -3.873
C 1.517 3.082 -4.054
N 1.841 4.283 -3.076
C 0.591 5.178 -3.091
C 2.236 3.860 -1.624
C 3.006 5.020 -1.022
C 3.564 5.760 -2.205
C 3.121 5.089 -3.447
H -0.003 0.928 -5.470
H -1.053 0.848 -4.012
H 0.651 0.392 -3.971
H -0.186 2.524 -2.827
H -0.647 3.215 -4.220
H 1.815 3.338 -5.071
H 2.281 2.369 -3.746
H 0.914 6.178 -2.801
H -0.202 4.831 -2.429
H 0.183 5.199 -4.102
H 1.363 3.520 -1.067
H 2.842 2.957 -1.694
H 2.451 5.674 -0.348
H 3.846 4.614 -0.458
H 3.227 6.796 -2.213
H 4.654 5.786 -2.204
H 2.820 5.740 -4.268
H 3.915 4.380 -3.680
C 1.280 -4.691 -2.961
C 1.352 -4.647 -1.472
C 0.237 -3.698 -0.995
N 0.070 -3.554 0.638
C 1.313 -2.910 1.227
C -0.217 -4.954 1.240
C -1.137 -4.745 2.489
C -1.701 -3.387 2.344
C -1.215 -2.772 1.023
H 1.990 -5.285 -3.536
H 1.212 -3.683 -3.370
H 0.402 -5.277 -3.233
H 2.386 -4.412 -1.219
H 1.237 -5.617 -0.987
H -0.748 -3.935 -1.398
H 0.457 -2.684 -1.328
H 1.208 -2.723 2.296
H 1.365 -2.001 0.628
H 2.144 -3.605 1.101
H 0.747 -5.443 1.377
H -0.695 -5.568 0.477
H -0.458 -4.831 3.337
H -1.955 -5.459 2.582
H -1.434 -2.608 3.058
H -2.781 -3.492 2.450
H -0.983 -1.707 1.011
H -1.919 -3.024 0.230
C -3.394 3.207 -2.538
C -3.301 1.943 -1.659
C -4.706 1.653 -1.021
N -4.602 0.308 -0.222
C -3.567 0.322 0.908
C -4.315 -0.859 -1.191
C -4.882 -2.081 -0.532
C -6.186 -1.591 0.059
C -5.992 -0.091 0.323
H -3.895 4.074 -2.108
H -4.033 2.869 -3.354
H -2.455 3.598 -2.930
H -2.471 2.042 -0.960
H -3.023 1.095 -2.286
H -5.472 1.458 -1.772
H -4.935 2.466 -0.332
H -3.577 -0.683 1.329
H -3.668 1.115 1.649
H -2.653 0.476 0.334
H -3.260 -0.928 -1.456
H -4.785 -0.722 -2.165
H -4.260 -2.422 0.294
H -4.961 -2.783 -1.363
H -6.499 -2.189 0.914
H -6.992 -1.776 -0.651
H -5.967 0.308 1.338
H -6.677 0.530 -0.253
C -4.880 5.850 5.924
C -4.293 6.109 4.504
C -2.971 5.403 4.206
N -2.247 5.785 2.835
C -1.927 7.286 2.918
C -0.951 4.987 2.758
C -0.686 4.652 1.301
C -2.118 4.370 0.839
C -3.116 5.260 1.643
H -5.908 6.214 5.931
H -4.384 6.520 6.626
H -4.868 4.843 6.341
H -4.161 7.189 4.447
H -5.054 5.825 3.777
H -3.130 4.325 4.179
H -2.314 5.603 5.053
H -2.859 7.844 2.829
H -1.140 7.426 2.177
H -1.458 7.352 3.900
H -0.184 5.552 3.287
H -1.003 4.142 3.444
H -0.285 5.435 0.658
H -0.044 3.772 1.256
H -2.164 4.509 -0.241
H -2.275 3.306 1.016
H -3.250 6.145 1.021
H -4.082 4.870 1.966
C 4.137 1.494 0.679
C 4.251 0.343 1.672
C 4.823 0.629 3.113
N 6.035 -0.372 3.440
C 7.255 0.007 2.600
C 5.655 -1.909 3.394
C 6.348 -2.572 4.606
C 7.099 -1.508 5.334
C 6.355 -0.232 4.936
H 3.592 2.352 1.074
H 3.532 1.266 -0.199
H 5.120 1.817 0.337
H 4.747 -0.450 1.113
H 3.197 0.067 1.710
H 4.127 0.375 3.912
H 5.168 1.663 3.133
H 7.737 0.932 2.914
H 6.914 -0.017 1.565
H 7.889 -0.847 2.839
H 5.873 -2.251 2.383
H 4.573 -1.890 3.521
H 7.025 -3.255 4.093
H 5.729 -3.213 5.233
H 8.107 -1.472 4.920
H 7.043 -1.630 6.416
H 6.815 0.745 5.086
H 5.426 -0.294 5.503
C -1.953 -1.598 8.512
C -1.401 -1.003 7.271
C -2.432 -0.040 6.649
N -1.975 0.897 5.432
C -3.171 1.746 4.994
C -1.564 0.065 4.191
C -0.784 1.081 3.318
C 0.111 1.731 4.446
C -0.730 1.722 5.696
H -2.062 -0.750 9.188
H -1.296 -2.334 8.976
H -2.973 -1.981 8.506
H -1.245 -1.774 6.516
H -0.523 -0.377 7.430
H -2.693 0.703 7.401
H -3.398 -0.431 6.328
H -3.029 2.266 4.046
H -3.382 2.497 5.756
H -4.028 1.074 5.040
H -2.453 -0.356 3.721
H -0.867 -0.680 4.575
H -1.423 1.817 2.830
H -0.159 0.567 2.587
H 0.438 2.746 4.219
H 0.933 1.016 4.456
H -1.100 2.683 6.052
H -0.137 1.336 6.525
C 2.218 -1.740 -5.757
C 3.020 -1.281 -4.528
C 4.487 -1.873 -4.528
N 5.242 -1.874 -3.172
C 4.734 -3.004 -2.316
C 6.739 -2.260 -3.497
C 7.395 -0.830 -3.644
C 6.714 0.002 -2.504
C 5.255 -0.534 -2.452
H 1.998 -2.807 -5.750
H 2.841 -1.542 -6.630
H 1.273 -1.232 -5.951
H 2.457 -1.637 -3.665
H 3.065 -0.207 -4.344
H 5.097 -1.175 -5.100
H 4.497 -2.860 -4.990
H 3.728 -2.666 -2.068
H 5.358 -3.126 -1.431
H 4.693 -3.910 -2.921
H 7.306 -2.587 -2.625
H 7.030 -2.946 -4.292
H 8.479 -0.778 -3.533
H 7.108 -0.388 -4.598
H 7.250 -0.245 -1.587
H 6.661 1.068 -2.724
H 4.840 -0.761 -1.471
H 4.715 0.198 -3.054
```

Results
* Kohn-Sham gap: 9.60 eV
* total charge: +7
* energy above the lowest of the compared OMol25 structures with the same formula, charge and spin: 168.5 kcal per mole


So what do the calculations give for molecular weight? Going down the list: 1721.21, 1087.92 g mol⁻¹.